# 1
Here is 9 unconnected molecules or ions with the total composition C20H58N6O9 at a distorted geometry from the OMol25 dataset. Energies are from ωB97M-V/def2-TZVPD.

- Frontier orbital gap: 9.95 eV
- SMILES: NC(N)=O.NC(N)=O.NC(N)=O.CC(C)O.CC(C)O.CC(C)O.CC(C)O.CC(C)O.CCO
- Net charge: 0
- Highest occupied orbital energy: -9.52 eV
- DFT total energy: -1802.60968 hartree
- Energy above the lowest of the compared OMol25 structures with the same formula, charge and spin: 5.5 kcal per mole

Each line ends with the Mulliken charge.
CARTESIAN COORDINATES (ANGSTROEM)
C  -2.63882  -3.59390  2.35777  -1.3132
C  -1.39367  -2.91279  1.83156  0.0094
O  -1.67399  -1.54667  1.52264  -0.0633
H  -3.00975  -3.03696  3.21950  0.2762
H  -2.37480  -4.56256  2.79922  0.4410
H  -3.38040  -3.83760  1.60042  0.2912
H  -1.10173  -3.40874  0.89858  0.0627
H  -0.56690  -2.86731  2.53978  0.3974
H  -2.27535  -1.61620  0.75433  -0.0656
C  -3.96080  -1.11505  -1.48361  0.5944
O  -3.12223  -1.76478  -0.84846  -0.6424
N  -5.31832  -1.31039  -1.42874  -0.4717
N  -3.61421  -0.10638  -2.30887  -0.1462
H  -5.66301  -2.10005  -0.91565  0.2425
H  -5.88513  -0.76883  -2.04796  0.1352
H  -2.65041  0.07887  -2.57249  0.0554
H  -4.28642  0.21139  -2.98343  0.2296
C  -0.56918  0.52271  -4.49854  0.6164
O  -1.16398  -0.29563  -3.80240  -0.7275
N  -0.71405  0.58178  -5.87736  -0.4529
N  0.24922  1.50483  -4.05558  -0.2011
H  -0.13444  1.17047  -6.43921  0.1292
H  -1.39331  0.02064  -6.35788  0.2408
H  0.67140  2.15050  -4.68768  0.2000
H  0.48646  1.50688  -3.05554  0.1662
C  0.37750  0.63711  -0.55313  0.9957
O  0.88364  1.52842  -1.23855  -1.0151
N  0.43178  0.63097  0.78578  0.5722
N  -0.30135  -0.44115  -1.03039  1.0412
H  0.89475  1.32175  1.34466  -0.0657
H  -0.01826  -0.11149  1.30049  -0.3088
H  -0.78437  -1.08377  -0.43312  -0.3048
H  -0.37244  -0.39784  -2.03713  -0.8582
C  3.91717  4.45551  1.16765  -1.3874
C  2.53988  5.03322  1.48998  0.2547
C  1.45027  4.04574  1.12414  -0.4700
O  2.50865  5.31250  2.89864  -0.5736
H  4.75293  5.06178  1.52242  0.4271
H  3.99651  4.32931  0.08623  0.3154
H  4.12964  3.49876  1.65200  0.2876
H  2.57282  5.99394  0.96822  0.3695
H  0.49346  4.34182  1.55197  0.3107
H  1.72193  3.05913  1.49820  -0.1541
H  1.37949  3.90853  0.04367  0.2818
H  2.02370  6.13202  3.02296  0.3283
C  1.39442  -1.35492  5.35370  -1.5476
C  0.57732  -0.59280  4.31954  0.9105
C  -0.84712  -0.33886  4.81807  -1.1302
O  1.25804  0.66159  4.21978  -0.5850
H  1.53860  -0.72554  6.23152  0.3693
H  2.41505  -1.48091  4.97094  0.4217
H  1.08094  -2.37713  5.57191  0.3614
H  0.60490  -1.14056  3.37239  -0.0428
H  -0.81878  -0.13689  5.88903  0.4517
H  -1.43262  -1.25280  4.70365  0.1856
H  -1.32773  0.46982  4.27135  0.1907
H  2.16127  0.47328  3.94387  0.3475
C  -2.31602  3.05346  0.11278  -0.6347
C  -3.64239  2.58295  0.63578  0.4035
C  -3.57205  1.31525  1.50809  -0.5090
O  -4.21088  3.61886  1.43204  -0.6243
H  -2.45766  3.98575  -0.43780  0.4652
H  -1.89323  2.35809  -0.62262  -0.0171
H  -1.50249  3.19273  0.82701  -0.0171
H  -4.33177  2.36001  -0.18326  0.2541
H  -2.62536  1.34336  2.05903  -0.0456
H  -3.48501  0.42149  0.88993  -0.1507
H  -4.40321  1.32573  2.20885  0.4814
H  -3.75227  3.57638  2.27891  0.3560
C  1.14096  -2.94104  -3.44913  -1.0181
C  0.85112  -4.31723  -2.90824  0.5606
C  -0.61956  -4.66828  -3.04726  -1.0541
O  1.62440  -5.21773  -3.72742  -0.5479
H  0.62210  -2.18015  -2.86501  0.0519
H  0.86071  -2.87089  -4.50283  0.4525
H  2.17922  -2.60679  -3.47416  0.3276
H  1.10728  -4.35432  -1.84415  0.1258
H  -1.07534  -4.51362  -4.02490  0.3208
H  -1.12309  -4.02998  -2.31457  0.0530
H  -0.80587  -5.71831  -2.80632  0.4114
H  1.35521  -6.10245  -3.45659  0.3290
C  3.59196  -1.47735  -1.17713  -1.2117
C  3.94172  0.01860  -1.19222  0.6943
C  4.01228  0.71208  0.19112  -0.6260
O  5.33502  -0.01905  -1.58729  -0.6090
H  3.88618  -2.07387  -2.03876  0.3786
H  2.51673  -1.56125  -1.00729  0.1683
H  4.17979  -1.94222  -0.38228  0.3762
H  3.39961  0.64769  -1.90056  0.1712
H  3.02280  0.67652  0.66037  -0.1423
H  4.09232  1.79283  0.05004  0.0942
H  4.79880  0.34673  0.84445  0.4162
H  5.57982  0.90129  -1.73940  0.3329

Cartesian forces (eV/Å) of the 2 atoms listed first:
C 0.7 -0.9 1.2
C -0.5 0.3 -0.6



# 2
Here is a gas-phase ion, C7H19N5P (charge +1) at a distorted geometry from the OMol25 dataset. Energies are from ωB97M-V/def2-TZVPD.

- Frontier orbital gap: 8.94 eV
- SMILES: CC1=[NH+]P(N(C)C)(N(C)C)=NN1C
- Net charge: +1
- Highest occupied orbital energy: -11.41 eV
- DFT total energy: -892.90429 hartree
- Energy above the lowest of the compared OMol25 structures with the same formula, charge and spin: 42.7 kcal per mole

Each line ends with the Mulliken charge.
CARTESIAN COORDINATES (ANGSTROEM)
C  -1.03211  1.84793  0.21045  0.3970
C  -1.33854  3.13693  0.90500  -1.2027
C  -3.13635  1.49832  -1.05757  -0.9711
C  1.11715  -2.81694  1.04858  -1.1653
C  -0.04133  -1.09461  2.47306  -0.9183
C  0.88557  -0.87943  -2.56654  -0.9989
C  2.85635  -0.63961  -0.94129  -0.8617
N  -1.59048  -0.15818  -0.79392  -1.0659
N  -1.83593  1.06258  -0.48238  0.8279
N  0.17299  1.06100  0.52731  -0.1898
N  0.61174  -1.42841  1.25952  0.1521
N  1.37748  -0.84811  -1.19677  0.1279
P  0.24074  -0.48451  -0.08347  0.4164
H  -1.68852  3.86945  0.14423  0.3531
H  -0.35869  3.40628  1.30244  0.3569
H  -2.10838  2.95571  1.69776  0.2806
H  -2.88453  2.31230  -1.62775  0.4090
H  -3.30861  0.65989  -1.65646  0.3955
H  -3.94510  1.61399  -0.24901  0.2747
H  2.06047  -3.12530  1.68624  0.2382
H  0.22747  -3.42721  1.39004  0.4553
H  1.22325  -2.88121  0.02722  0.4733
H  -0.86647  -0.36903  2.40620  0.3371
H  -0.26293  -2.05595  3.07791  0.3266
H  0.64382  -0.66362  3.21520  0.3064
H  0.83642  0.30148  -2.88314  0.2750
H  1.50156  -1.34631  -3.34083  0.3199
H  -0.02994  -1.24614  -2.53666  0.4526
H  3.28194  -1.42202  -0.22462  0.2569
H  3.28811  -0.80004  -1.89067  0.3732
H  3.19007  0.31115  -0.57650  0.3235
H  0.91279  1.64964  0.73642  0.2447

Cartesian forces (eV/Å) of the 2 atoms listed first:
C 0.8 -2.9 -0.3
C -0.2 -0.6 -0.8



What is the formula in the second record? C7H19N5P



Number 2 is which compound? C7H19N5P



Number 2 is which compound? C7H19N5P